Here is a single C4H8OS2 molecule from the OMol25 dataset. Energies are from ωB97M-V/def2-TZVPD.

The geometry in XYZ format:
```
15
Properties=species:S:1:pos:R:3:nbo_charge:R:1
O 1.411 1.305 0.097 -0.725
C 0.056 1.417 0.350 -0.071
C -0.518 -0.011 0.853 -0.435
C -0.459 -1.219 -0.006 -0.462
S 0.814 -2.433 0.290 -0.026
C -0.405 -0.954 -1.475 -0.229
S -1.904 -0.658 -2.236 0.017
H 1.683 2.187 -0.455 0.471
H -0.139 2.205 1.168 0.153
H -0.234 2.132 -0.393 0.187
H -1.629 0.172 1.205 0.240
H -0.078 -0.245 1.854 0.245
H -1.170 -1.984 0.202 0.250
H 2.070 -1.667 0.420 0.148
H 0.503 -0.246 -1.874 0.238
```

- ΔE to the lowest compared entry with this formula, charge and spin (kJ/mol) = 364.47
- Kohn-Sham gap (eV) = 7.9
- structure (SMILES) = OCC[C@H](S)C=S
- LUMO level (eV) = -0.79

=====

Here is a single C4H8OS2 molecule from the OMol25 dataset. Energies are from ωB97M-V/def2-TZVPD.

The geometry in XYZ format:
```
15
Properties=species:S:1:pos:R:3:nbo_charge:R:1
C 1.677 0.272 -1.108 -0.673
C 0.983 0.216 0.249 0.194
O 1.719 0.404 1.339 -0.726
S 0.153 -1.400 0.495 0.171
C -1.385 -0.895 -0.317 -0.536
C -1.825 0.316 0.548 -0.543
S -0.602 1.652 0.423 0.018
H 1.075 0.650 -1.794 0.229
H 2.136 -0.717 -1.300 0.232
H 2.498 1.034 -1.160 0.229
H 1.471 0.054 2.174 0.502
H -2.192 -1.742 -0.308 0.240
H -1.134 -0.755 -1.323 0.222
H -2.700 0.830 0.399 0.224
H -1.874 0.080 1.684 0.215
```

- ΔE to the lowest compared entry with this formula, charge and spin (kJ/mol) = 164.99
- Kohn-Sham gap (eV) = 9.1
- structure (SMILES) = CC1(O)SCCS1
- LUMO level (eV) = 0.63

=====

Here is a single C4H8OS2 molecule from the OMol25 dataset. Energies are from ωB97M-V/def2-TZVPD.

The geometry in XYZ format:
```
15
Properties=species:S:1:pos:R:3:nbo_charge:R:1
C 2.398 1.266 2.206 -0.719
S 1.398 1.472 0.660 0.046
S 0.845 -0.591 0.587 0.013
C -0.263 -1.185 -0.794 -0.486
C -1.139 -0.032 -1.341 -0.526
C -2.597 -0.466 -1.258 0.441
O -3.295 -0.072 -0.368 -0.498
H 1.691 1.421 3.010 0.236
H 2.723 0.224 2.248 0.234
H 3.267 1.861 1.959 0.243
H -0.746 -2.053 -0.351 0.236
H 0.368 -1.562 -1.598 0.218
H -0.922 0.845 -0.741 0.236
H -0.944 0.254 -2.379 0.223
H -2.784 -1.383 -1.840 0.103
```

- ΔE to the lowest compared entry with this formula, charge and spin (kJ/mol) = 155.02
- Kohn-Sham gap (eV) = 8.5
- structure (SMILES) = CSSCCC=O
- LUMO level (eV) = 0.47

=====

Here is a 2-piece molecular cluster, C4H8OS3 overall from the OMol25 dataset. Energies are from ωB97M-V/def2-TZVPD.

The geometry in XYZ format:
```
16
Properties=species:S:1:pos:R:3:nbo_charge:R:1
C 0.556 -0.083 -1.149 -0.087
C -0.499 0.708 -0.351 -0.445
C -0.037 0.683 1.115 -0.572
C -0.312 -0.543 1.797 -0.210
H 1.728 -0.238 -3.075 0.437
H 0.474 -1.122 -0.929 0.168
H 1.646 0.075 -0.762 0.150
H -0.337 1.851 -0.613 0.239
H -2.401 1.001 -1.718 0.152
H 1.030 1.109 0.745 0.260
H -0.536 1.645 1.601 0.264
H 0.847 -2.757 2.131 0.132
O 0.415 0.049 -2.510 -0.658
S -2.046 0.091 -0.380 0.060
S 1.225 -1.676 1.543 0.002
S -1.753 -0.792 2.557 0.106
```

- ΔE to the lowest compared entry with this formula, charge and spin (kJ/mol) = 609.99
- Kohn-Sham gap (eV) = 7.9
- LUMO level (eV) = -0.75

=====

Here is a single C4H8P2 molecule from the OMol25 dataset. Energies are from ωB97M-V/def2-TZVPD.

The geometry in XYZ format:
```
14
Properties=species:S:1:pos:R:3:nbo_charge:R:1
C -2.888 0.758 0.189 -0.676
C -1.471 0.211 -0.318 -0.418
P -0.040 -0.003 0.833 0.493
P 1.135 1.450 -0.158 0.246
C 1.330 -0.433 -0.294 -0.783
C 2.625 -1.019 0.283 -0.611
H -3.590 0.731 -0.639 0.223
H -2.808 1.809 0.464 0.225
H -3.308 0.229 1.036 0.222
H -1.040 0.583 -1.317 0.190
H 1.295 -0.687 -1.377 0.248
H 2.607 -1.159 1.347 0.214
H 3.508 -0.470 0.064 0.211
H 2.645 -2.000 -0.111 0.215
```

- ΔE to the lowest compared entry with this formula, charge and spin (kJ/mol) = 272.36
- Kohn-Sham gap (alpha / beta) (eV) = 7.1 / 7.6
- structure (SMILES) = CC=P1=P[C@H]1C
- LUMO level (alpha / beta) (eV) = -0.90 / -0.38

=====

Here is a 2-piece molecular cluster, C4H8P2 overall from the OMol25 dataset. Energies are from ωB97M-V/def2-TZVPD.

The geometry in XYZ format:
```
14
Properties=species:S:1:pos:R:3:nbo_charge:R:1
C 0.735 -1.736 0.610 -0.626
C 1.231 -0.550 1.360 -0.640
C -1.823 1.339 -0.716 -0.695
C -0.721 0.494 -0.227 -0.550
P -0.205 2.211 -0.452 0.454
P -0.622 -0.618 1.139 0.704
H 0.869 -1.696 -0.507 0.204
H 0.817 -2.705 1.087 0.237
H 1.634 -0.698 2.354 0.232
H 1.709 0.239 0.793 0.234
H -2.148 1.201 -1.741 0.241
H -2.641 1.571 -0.043 0.231
H 0.924 -1.093 -1.887 0.006
H 0.243 2.041 -1.768 -0.033
```

- ΔE to the lowest compared entry with this formula, charge and spin (kJ/mol) = 550.06
- Kohn-Sham gap (alpha / beta) (eV) = 8.4 / 7.1
- LUMO level (alpha / beta) (eV) = -0.71 / -0.90

=====

no.,M (g/mol)
1,136.24
2,136.24
3,136.24
4,168.31
5,118.06
6,118.06